The following is a DFT calculation (ωB97M-V/def2-TZVPD) of a molecular structure, C25H16CrF6N3O4S2.

```
57
C25H16CrF6N3O4S2 ωB97M-V/def2-TZVPD
Cr 0.3691 0.1041 -0.0550
C 0.8307 -0.0522 4.2619
C 0.0249 -1.1481 4.5465
C -0.6202 -1.8293 3.5262
C -0.4626 -1.4253 2.1989
C 0.3471 -0.3114 1.9063
C 0.9815 0.3630 2.9408
C -1.0905 -2.0857 1.0533
C -1.8574 -3.2335 1.0878
C -2.3908 -3.7686 -0.0750
C -2.1202 -3.1420 -1.3311
C -2.5843 -3.6219 -2.5588
C -2.2860 -2.9809 -3.7563
C -1.5058 -1.8338 -3.7426
C -1.0309 -1.3320 -2.5348
C -1.3239 -1.9614 -1.3218
N -0.8580 -1.4443 -0.1466
H 1.3275 0.4828 5.0627
H -0.1093 -1.4701 5.5725
H -1.2544 -2.6736 3.7699
H 1.5981 1.2329 2.7304
H -2.0460 -3.7113 2.0405
H -2.9975 -4.6647 -0.0485
H -3.1935 -4.5197 -2.5624
H -2.6607 -3.3751 -4.6925
H -1.2676 -1.3208 -4.6660
H -0.4255 -0.4260 -2.5469
C 2.0129 -1.1246 -0.4162
C 2.9647 -0.0521 -0.6741
C 3.6782 0.5613 0.3721
C 4.4334 1.6976 0.1573
C 4.5067 2.2598 -1.1170
C 3.8120 1.6681 -2.1724
C 3.0554 0.5371 -1.9493
C 5.3011 3.4400 -1.3427
N 5.9436 4.3773 -1.5259
H 2.2046 -1.7252 0.4678
H 1.7727 -1.7328 -1.2891
H 3.6194 0.1336 1.3659
H 4.9698 2.1578 0.9770
H 3.8613 2.1064 -3.1605
H 2.5095 0.0906 -2.7735
F -0.7451 2.6002 -3.2841
C -1.6346 2.7221 -2.2971
F -2.2918 3.8638 -2.4554
F -2.4873 1.7114 -2.3644
S -0.7301 2.7444 -0.6514
O 0.5939 2.1858 -0.9637
O -0.8362 4.0822 -0.1797
N -1.3342 1.5620 0.2042
S -2.7658 1.6370 0.9628
O -3.5982 2.6448 0.3806
O -3.2144 0.3051 1.1810
C -2.3172 2.2970 2.6587
F -2.2542 1.3039 3.5353
F -1.1553 2.9444 2.6462
F -3.2689 3.1501 3.0479
```

Calculated values
Calculated total energy = -3867.6096 Ha
⟨S²⟩ = 6.121
Orbital gap (spin up / spin down) = 4.94 / 7.92 eV
Spin multiplicity = 5
Net charge = -1
Energy above the lowest of the compared OMol25 structures with the same formula, charge and spin = 117.14 kJ/mol

Need the Mulliken charges? In units of e they are: -0.289 -0.846 -0.789 -0.824 0.699 0.180 0.107 0.445 -0.625 -1.590 1.313 -0.735 -0.597 -1.171 -0.207 0.166 0.939 0.394 0.375 0.374 0.506 0.409 0.337 0.370 0.369 0.426 0.387 -1.400 0.662 -0.446 -0.777 0.599 -0.701 -0.406 -0.028 -0.576 0.454 0.499 0.483 0.448 0.449 0.358 -0.235 0.678 -0.235 -0.205 1.060 -0.576 -0.652 -0.250 0.905 -0.666 -0.582 0.707 -0.216 -0.215 -0.261

***

The following is a DFT calculation (ωB97M-V/def2-TZVPD) of a molecular structure, C32H44BaN4P2Si in a non-equilibrium geometry.

```
84
C32H44BaN4P2Si ωB97M-V/def2-TZVPD
Ba -0.2517 0.3391 2.0389
C -2.1066 1.9196 -6.3842
C -2.1796 0.7108 -5.8205
C -1.3688 -0.5237 -6.0887
C -0.0169 -0.3301 -6.8192
C 0.9268 0.5780 -6.0717
C 1.0002 1.9091 -6.0989
C 0.1885 2.9042 -6.8856
C -1.1641 2.4082 -7.4544
C 1.5861 0.6114 3.8017
H -2.8154 2.6839 -6.0359
H -2.9620 0.5597 -5.0688
H -1.9702 -1.2539 -6.6563
H -1.1699 -1.0006 -5.1159
H 0.4537 -1.3250 -6.8880
H -0.1909 0.0048 -7.8477
H 1.6367 0.0468 -5.4229
H 1.7813 2.3810 -5.4912
H 0.7907 3.3098 -7.7165
H -0.0087 3.7610 -6.2218
H -1.6335 3.2721 -7.9543
H -0.9891 1.6558 -8.2313
H 1.1910 1.5425 4.3071
H 2.3962 0.9295 3.0599
H 1.9069 -0.3620 4.2470
P 1.8396 -0.5538 0.3185
P -1.7802 -0.8761 0.0825
N 2.6749 0.8340 -0.0044
N 2.8918 -1.7138 0.8088
N -2.1261 0.5778 -0.5756
N -2.9338 -1.6915 0.8405
C 0.8517 -1.0579 -1.0545
C -0.5458 -1.7462 -0.7693
C 2.4248 2.1660 0.3869
C 3.2890 2.9533 -0.3466
C 4.0600 2.0873 -1.2107
C 3.6639 0.7928 -0.9917
C 3.6944 -1.6760 1.9704
C 4.2951 -2.9140 2.0624
C 3.8051 -3.7341 0.9756
C 2.9206 -2.9872 0.2404
C -2.3428 1.8709 -0.0341
C -2.8424 2.6384 -1.0604
C -2.9145 1.8131 -2.2429
C -2.4682 0.5594 -1.9294
C -3.9843 -2.0275 -0.0135
C -4.7147 -2.9548 0.6720
C -4.0846 -3.2010 1.9565
C -2.9640 -2.4101 2.0488
H 1.5065 -1.7433 -1.6084
H 0.6927 -0.1526 -1.6651
H -1.1176 -1.9070 -1.6901
H -0.4091 -2.7178 -0.2543
H 1.6829 2.3980 1.1470
H 3.3758 4.0216 -0.2861
H 4.8197 2.3816 -1.8991
H 3.9555 -0.1612 -1.3832
H 3.7653 -0.7833 2.5691
H 5.0107 -3.2087 2.8017
H 4.0799 -4.7421 0.7568
H 2.3187 -3.1920 -0.6204
H -2.1269 2.0879 1.0092
H -3.1310 3.6743 -1.0031
H -3.2550 2.1065 -3.2156
H -2.3381 -0.3499 -2.4774
H -4.0615 -1.5236 -0.9524
H -5.6047 -3.3972 0.3031
H -4.4381 -3.8761 2.7048
H -2.2161 -2.2589 2.8167
C 1.5231 -0.8789 7.9210
Si -0.0129 -0.0050 7.4010
C -1.5270 -0.8820 7.9270
C 0.0008 1.7590 7.9228
C -0.0969 -0.0357 5.6354
C -0.1441 -0.0961 4.4370
H 1.5368 -0.8857 9.0145
H 2.4249 -0.3719 7.5562
H 1.5344 -1.9136 7.5564
H -1.5344 -0.8865 9.0166
H -2.4235 -0.3722 7.5589
H -1.5336 -1.9128 7.5582
H 0.8905 2.2856 7.5574
H -0.8894 2.2854 7.5573
H 0.0019 1.7729 9.0158
```

Calculated values
Calculated total energy = -2462.0152 Ha
Orbital gap (spin up / spin down) = 4.38 / 4.37 eV
Spin multiplicity = 1
Net charge = 0

Need the Mulliken charges? In units of e they are: 1.661 -0.328 -0.298 -0.401 -0.930 -0.247 -0.452 -0.514 -0.868 -1.767 0.305 0.526 0.358 0.055 0.407 0.335 0.354 0.369 0.334 0.309 0.374 0.306 0.408 0.530 0.113 -0.580 -1.357 0.615 0.622 0.656 0.477 -1.104 -0.454 -0.292 -0.636 -0.836 -0.316 -0.408 -0.673 -0.700 -0.356 -0.475 -0.888 -0.436 -0.478 -0.188 -0.741 -0.517 -0.459 0.673 0.332 0.636 0.321 0.340 0.466 0.479 0.520 0.392 0.458 0.453 0.405 0.488 0.437 0.443 0.616 0.447 0.462 0.468 0.426 -0.950 -0.140 -0.887 -0.963 -0.586 0.260 0.301 0.296 0.281 0.306 0.254 0.269 0.293 0.285 0.301

***

The following is a DFT calculation (ωB97M-V/def2-TZVPD) of 2 unconnected molecules or ions with the total composition C5H13ClNS in a non-equilibrium geometry.

```
21
C5H13ClNS ωB97M-V/def2-TZVPD
C 2.0875 -0.3877 0.2106
C 0.9639 1.5899 0.8827
C 1.0193 0.9556 -1.5366
C -2.8408 -0.5487 -0.0690
C -1.6696 -0.9108 0.7921
N 1.1172 0.5809 -0.1429
S -1.8613 -1.8837 -0.9472
Cl -1.8833 -1.9538 2.1970
H 1.7909 -0.6826 1.2591
H 1.9907 -1.2606 -0.4592
H 3.0907 -0.0709 0.2395
H 0.0651 2.1797 1.0392
H 1.0705 0.8224 1.7709
H 1.8642 2.2892 0.9054
H 0.1547 1.6547 -1.7070
H 1.8998 1.4418 -1.9945
H 1.0254 0.0011 -2.1855
H -2.7625 0.3653 -0.7583
H -3.9309 -0.9280 0.1282
H -0.8135 -0.2861 0.7176
H -2.3779 -2.9678 -0.3422
```

Calculated values
Calculated total energy = -1111.0639 Ha
Orbital gap = 6.85 eV
Spin multiplicity = 1
Net charge = +1
Energy above the lowest of the compared OMol25 structures with the same formula, charge and spin = 230.24 kJ/mol

Need the Mulliken charges? In units of e they are: -1.016 -0.860 -0.952 -0.361 0.376 0.177 0.102 -0.046 0.304 0.294 0.368 0.281 0.276 0.283 0.285 0.319 0.238 0.315 0.333 0.030 0.255

***

The following is a DFT calculation (ωB97M-V/def2-TZVPD) of a molecular structure, C12H22BrIN4Ru in a non-equilibrium geometry.

```
41
C12H22BrIN4Ru ωB97M-V/def2-TZVPD
Ru -0.3133 0.6121 0.5547
N -1.2887 1.8414 1.8895
C -0.9401 3.2775 1.6543
C -0.9481 3.5232 0.1611
N -0.3889 2.3294 -0.5834
C -1.2346 1.9708 -1.7767
C -2.5226 1.3300 -1.3167
N -2.1580 0.1616 -0.4380
C 1.0459 2.5018 -0.9954
C 1.9268 2.5968 0.2267
N 1.6144 1.4116 1.1119
H -2.2985 1.7156 1.7996
H -1.0834 1.5995 2.8622
H 0.0252 3.4684 2.1155
H -1.6582 3.9304 2.1554
H -0.3755 4.4161 -0.0956
H -1.9620 3.6951 -0.1929
H -0.6550 1.2774 -2.3916
H -1.4183 2.8618 -2.3840
H -3.1211 1.0084 -2.1693
H -3.1443 2.0114 -0.7379
H -2.0409 -0.6656 -1.0258
H -2.9455 -0.0774 0.1685
H 1.1499 3.3771 -1.6434
H 1.3139 1.6271 -1.5981
H 1.7532 3.5128 0.7864
H 2.9780 2.6007 -0.0600
H 1.7136 1.6769 2.0925
H 2.3372 0.7032 0.9710
Br 1.3805 -4.9267 3.0057
C 1.2835 -4.9889 1.2083
C 1.6134 -6.2172 0.5661
C 1.5764 -6.3187 -0.7954
C 1.2041 -5.2005 -1.5676
C 0.8629 -3.9642 -0.9673
C 0.8918 -3.8536 0.3895
I 0.3442 -2.0855 1.3762
H 1.8981 -7.0638 1.1802
H 1.8286 -7.2497 -1.2877
H 1.1727 -5.2910 -2.6475
H 0.5829 -3.1350 -1.6007
```

Calculated values
Calculated total energy = -3654.3599 Ha
Orbital gap (spin up / spin down) = 3.42 / 3.26 eV
Spin multiplicity = 1
Net charge = +4

Need the Mulliken charges? In units of e they are: 0.298 -0.260 -0.698 -0.722 0.229 -0.473 -0.667 -0.463 -0.492 -0.765 -0.431 0.277 0.328 0.309 0.484 0.437 0.400 0.317 0.388 0.509 0.346 0.316 0.274 0.446 0.306 0.325 0.521 0.236 0.351 0.277 0.291 -0.481 -0.558 -0.336 -0.346 0.610 0.602 0.465 0.488 0.455 0.403

***

The following is a DFT calculation (ωB97M-V/def2-TZVPD) of a molecular structure, C18H29CuF16INO4PS2Si2.

```
75
C18H29CuF16INO4PS2Si2 ωB97M-V/def2-TZVPD
C 7.3858 -0.5345 0.8735
C 7.1275 -1.7928 0.0642
C 5.6476 -1.9927 -0.2341
C 5.1901 -1.1382 -1.4189
C 3.6740 -0.9303 -1.4791
C 3.2792 0.4445 -2.0605
Si 1.7893 1.2110 -1.2880
C 1.3229 2.7611 -2.2267
C 2.4370 3.7927 -2.3538
O 2.2330 4.5980 -3.4931
C 2.5650 4.6849 -1.0853
F 2.4310 5.9856 -1.3780
F 1.6286 4.4032 -0.1565
F 3.7707 4.5097 -0.5122
O 2.1275 1.6918 0.2821
N 3.2870 1.0696 0.9530
O 4.1137 1.8435 1.1214
O 0.5657 0.0807 -1.3273
Si -0.5974 -0.0531 -0.1796
C -1.5657 -1.6105 -0.6272
C -3.0958 -1.5680 -0.5437
C -3.6854 -2.6012 0.3645
F -5.0129 -2.8008 0.0203
F -3.1331 -3.8264 0.1793
C -3.5320 -2.2633 1.9091
F -2.4487 -2.9422 2.3166
F -3.2844 -0.9488 2.0578
C -4.6707 -2.6668 2.9504
F -4.0381 -2.9999 4.0809
F -5.2911 -3.8397 2.5210
C -5.7366 -1.6130 3.4690
F -5.0294 -0.6301 4.0346
F -6.4191 -2.2851 4.4072
S -7.0328 -0.8597 2.2657
F -7.2378 -2.3390 1.6848
F -5.8328 -0.6290 1.2508
F -6.8407 0.5773 2.8338
F -8.2144 -1.1102 3.2523
F -8.0136 -0.3467 1.1782
C -1.6269 1.5041 0.0284
C -2.0661 2.1934 -1.2616
C -3.4132 1.7067 -1.7685
I -2.2597 4.3166 -0.8861
P 0.2888 -0.5802 1.8463
S 1.5400 -2.0701 1.5688
H 8.4523 -0.3444 0.9271
H 7.0443 -0.6580 1.8943
H 6.9248 0.3450 0.4396
H 7.6694 -1.7294 -0.8736
H 7.4936 -2.6453 0.6234
H 5.0622 -1.6765 0.6241
H 5.4497 -3.0315 -0.4745
H 5.5266 -1.5787 -2.3528
H 5.6877 -0.1756 -1.3431
H 3.2664 -1.0661 -0.4856
H 3.2750 -1.6904 -2.1370
H 2.9884 0.3074 -3.1013
H 4.1094 1.1423 -2.0774
H 0.4654 3.2770 -1.8033
H 1.0579 2.4651 -3.2369
H 3.4048 3.3368 -2.5144
H 1.3436 4.9578 -3.4582
H -1.1441 -2.4186 -0.0382
H -1.2901 -1.8421 -1.6484
H -3.5208 -1.8006 -1.5139
H -3.5027 -0.6060 -0.2609
H -1.0371 2.1869 0.6311
H -2.5017 1.2735 0.6317
H -1.3432 2.0609 -2.0526
H -3.2919 0.7214 -2.2166
H -4.1131 1.6220 -0.9459
H -3.8117 2.3738 -2.5169
H -0.7651 -0.9255 2.7086
H 0.8516 0.5513 2.4484
Cu -6.0774 -4.8346 0.8893
```

Calculated values
Calculated total energy = -6311.4657 Ha
Orbital gap = 4.44 eV
Spin multiplicity = 1
Net charge = +1

Need the Mulliken charges? In units of e they are: -1.160 -0.611 -0.381 -1.021 0.138 -1.235 0.425 -0.905 -0.170 -0.593 0.926 -0.301 -0.198 -0.279 -0.353 0.373 -0.288 -0.428 0.382 -0.898 -0.577 0.403 -0.310 -0.386 0.899 -0.264 -0.181 0.271 -0.264 -0.184 0.521 -0.212 -0.261 1.392 -0.323 -0.304 -0.272 -0.294 -0.290 -1.102 -0.356 -1.336 0.060 0.173 -0.376 0.379 0.297 0.262 0.330 0.391 0.278 0.334 0.297 0.325 -0.484 0.518 0.559 0.520 0.274 0.336 0.339 0.370 0.764 0.529 0.535 0.008 0.712 0.847 0.285 0.229 0.366 0.583 0.047 0.086 0.834